1.
12
Properties=species:S:1:pos:R:3:forces:R:3 method="wB97M-V/def2-TZVPD" orbital_gap_ha=0.384 max_force_ev_per_a=3.73 relative_energy_kj_mol=99.9 smiles="C/C=N/C(N)=O"
H -2.573 0.200 -0.635 -1.317 0.116 -0.003
H -0.544 -0.736 -1.157 0.459 -0.420 -0.960
N 2.237 1.099 0.063 2.426 2.278 0.789
N 0.205 0.095 0.546 1.283 0.347 0.154
O 1.837 -1.059 -0.622 1.158 0.033 -0.425
C -2.231 -0.420 0.175 2.040 -2.170 -0.205
H 2.079 1.824 0.794 -0.587 -1.330 -0.949
H 3.219 1.099 -0.211 -0.537 -0.311 -0.103
C 1.556 -0.029 -0.069 -3.531 -0.859 0.837
C -0.714 -0.358 -0.176 -1.889 -0.162 1.355
H -2.528 -0.195 1.185 0.191 0.967 0.180
H -2.544 -1.521 0.108 0.304 1.510 -0.669

2.
16
Properties=species:S:1:pos:R:3:forces:R:3 method="wB97M-V/def2-TZVPD" orbital_gap_ha=0.315 max_force_ev_per_a=0.33 relative_energy_kj_mol=480.5
C -0.582 2.254 -0.060 0.252 -0.114 -0.180
H -1.407 -1.146 0.670 0.180 0.008 0.006
C -0.339 -1.205 0.862 -0.132 -0.025 0.140
H 0.042 -2.372 -0.998 0.069 0.123 0.129
H 1.470 -0.011 0.408 -0.137 -0.060 -0.040
H -0.794 -0.126 -1.687 0.028 0.124 0.127
H -0.861 1.479 -0.942 -0.141 0.109 -0.052
C -0.009 0.416 -1.142 0.150 -0.170 0.005
H -0.171 1.636 1.726 -0.113 -0.001 -0.069
O -0.937 1.853 1.174 0.088 -0.113 0.150
H -0.082 -1.283 1.915 -0.028 0.027 -0.173
C 0.521 -1.927 -0.129 0.040 -0.173 -0.087
H 0.473 2.551 -0.131 -0.120 -0.064 -0.054
H 0.731 0.783 -1.857 -0.102 0.014 0.148
C 0.568 -0.418 -0.049 0.104 0.195 -0.007
H 1.377 -2.485 0.241 -0.140 0.122 -0.044

3.
14
Properties=species:S:1:pos:R:3:forces:R:3 method="wB97M-V/def2-TZVPD" orbital_gap_ha=0.398 max_force_ev_per_a=0.43 relative_energy_kj_mol=82.1 smiles="CC(=O)CCO"
C 0.777 -0.092 0.395 0.034 0.138 0.205
O -1.682 1.327 -0.027 0.113 0.195 0.140
O 0.784 0.330 1.535 0.012 -0.148 -0.408
H -1.824 -0.177 1.401 0.005 0.036 -0.148
H -2.606 -0.465 -0.166 0.130 0.037 0.062
C 1.961 0.116 -0.522 0.043 -0.032 -0.027
C -1.720 -0.044 0.317 -0.072 -0.363 0.078
H -0.470 -1.811 0.173 0.026 0.138 -0.044
H -0.432 -0.779 -1.265 0.023 0.039 0.143
C -0.465 -0.766 -0.170 -0.022 0.009 -0.057
H 2.900 0.048 0.032 -0.156 0.009 -0.024
H 1.880 1.137 -0.917 -0.010 -0.143 0.022
H -1.066 1.748 0.587 -0.126 0.030 -0.091
H 1.963 -0.570 -1.373 0.001 0.055 0.152

4.
14
Properties=species:S:1:pos:R:3:forces:R:3 method="wB97M-V/def2-TZVPD" orbital_gap_ha=0.374 max_force_ev_per_a=1.05 relative_energy_kj_mol=179.5 smiles="C=C=O.C=CC"
C 0.348 0.046 1.082 0.095 -0.180 -0.005
O 2.117 0.437 -1.692 -1.022 0.013 -0.225
H 0.993 0.925 1.094 -0.070 -0.140 0.031
H 1.941 -1.232 0.552 -0.170 0.012 0.053
H 0.283 -2.042 0.737 0.045 0.134 0.052
C -1.097 0.283 1.409 -0.049 -0.029 0.007
H -1.508 1.101 0.804 0.082 -0.126 0.080
C 0.965 0.410 -1.876 0.720 0.063 0.033
H -1.700 -0.614 1.236 0.100 0.111 0.046
C 0.883 -1.135 0.780 -0.064 0.129 0.072
H -0.699 1.069 -2.898 0.056 -0.074 0.037
H -0.989 -0.236 -1.567 0.168 0.110 -0.043
H -1.209 0.572 2.461 -0.003 -0.017 -0.138
C -0.326 0.415 -2.122 0.113 -0.006 0.000

5.
48
Properties=species:S:1:pos:R:3:forces:R:3 method="wB97M-V/def2-TZVPD" orbital_gap_ha=0.269 max_force_ev_per_a=15.06 relative_energy_kj_mol=511.6
B 0.226 -3.623 0.363 -0.923 0.634 0.086
H -1.494 -4.984 -1.540 -0.039 0.151 -0.050
Ba 0.967 0.185 -0.053 -13.289 1.043 7.006
H -0.936 -4.514 2.911 -0.017 0.128 -0.006
S -1.531 2.336 1.303 -0.255 0.358 -1.046
C -0.884 -3.444 2.762 -0.074 0.958 0.180
N -0.386 -2.930 1.619 0.142 1.137 -0.031
H 2.599 0.899 -0.405 3.057 0.960 -6.709
C -1.391 3.996 0.701 0.065 0.786 0.037
H 3.860 -0.714 -0.052 0.049 -0.297 0.082
C 3.361 -1.676 0.022 -1.385 -0.967 0.006
C -0.945 -1.214 2.852 0.251 -1.168 -0.432
H 0.185 -4.809 0.495 0.156 -0.144 -0.030
H -2.533 -3.334 -3.503 -0.108 -0.028 -0.081
H 2.779 -4.920 0.060 0.042 0.211 -0.017
C -1.125 6.367 0.756 -0.020 -0.268 -0.161
H -0.656 7.298 -1.138 -0.088 -0.292 0.135
O -0.261 1.913 1.915 -0.619 0.226 -0.245
H -1.063 -0.180 3.146 -0.003 -0.100 -0.168
N 1.688 -3.127 0.190 1.449 1.931 -0.143
C -0.942 5.168 -1.355 -0.200 -0.340 -0.056
C -0.887 6.361 -0.629 -0.084 -0.173 0.319
N -0.420 -1.548 1.663 -0.195 -0.807 0.789
C -1.877 -3.071 -2.696 0.307 -0.143 0.512
C -1.257 -2.376 3.586 0.263 -0.357 -0.564
N -0.545 -1.880 -1.317 -0.393 -0.570 -0.425
H -1.498 -0.851 -2.897 0.058 -0.144 0.136
O -2.735 2.144 2.067 0.648 -0.046 -0.174
H 3.176 0.873 -2.307 -0.015 0.132 -0.693
N -0.584 -3.192 -0.898 0.427 0.880 -0.279
H 1.470 1.393 -2.153 0.340 -0.175 0.442
C 2.230 0.658 -1.823 6.094 2.650 -1.566
C -1.345 -1.801 -2.397 0.423 -0.843 0.664
C -1.364 5.166 1.439 0.016 0.070 -0.250
C 3.907 -2.962 -0.055 -0.183 0.185 0.068
C -1.364 -3.925 -1.715 -0.066 0.847 -0.293
C 2.819 -3.837 0.056 -0.391 0.938 0.117
H 4.949 -3.221 -0.177 -0.178 0.012 0.042
S -0.920 2.070 -2.728 0.013 0.372 -0.212
H -0.744 5.122 -2.426 -0.117 0.140 0.261
H 1.960 -0.381 -2.098 0.364 0.342 0.628
N -1.580 1.710 -0.205 0.343 -0.030 -0.453
H -1.113 7.305 1.310 0.034 -0.218 -0.170
H -1.538 5.121 2.512 0.122 0.177 -0.184
N 1.993 -1.726 0.156 3.630 -7.337 0.518
C -1.255 3.976 -0.694 0.482 1.339 0.993
H -1.682 -2.425 4.569 -0.089 -0.073 0.124
C -1.313 2.604 -1.195 -0.045 -2.087 1.291

6.
14
Properties=species:S:1:pos:R:3:forces:R:3 method="wB97M-V/def2-TZVPD" orbital_gap_ha=0.332 max_force_ev_per_a=7.95 relative_energy_kj_mol=516.9
H -1.908 1.789 1.813 0.353 -0.219 -0.348
H 0.725 0.567 1.650 -0.507 -0.285 -0.234
H -1.584 0.272 2.484 0.334 0.040 -0.479
O -0.579 -0.944 0.105 0.354 0.594 -0.581
N -1.729 0.807 1.632 -0.333 -1.288 -2.420
H -1.219 0.951 -0.546 0.261 -0.119 -0.143
H 2.058 -0.407 -1.974 -0.021 -0.008 0.008
C 0.759 -0.660 -0.303 0.955 0.488 1.839
H 0.926 -1.763 -2.126 -0.028 0.030 0.250
H 1.483 -1.174 0.331 -0.063 -0.030 -0.218
N 0.416 0.979 0.771 3.681 -1.682 -3.695
C 1.038 -0.733 -1.770 -0.111 0.657 0.065
H 0.345 -0.112 -2.337 0.023 0.010 -0.032
C -0.728 0.426 0.271 -4.897 1.813 5.989

7.
106
Properties=species:S:1:pos:R:3:forces:R:3 method="wB97M-V/def2-TZVPD" orbital_gap_ha=0.351 max_force_ev_per_a=2.38 relative_energy_kj_mol=0.0 smiles=COC[C@H](C)N.COC[C@H](C)N.CC(C)O.CC(C)O.CC(C)O.CC(C)O.CC(C)O.CC(C)O
H 0.016 -3.246 0.097 0.341 0.877 0.672
H 5.062 4.554 0.441 -0.549 0.108 0.226
O 3.175 -0.473 -0.317 -0.514 -0.542 -0.430
H 0.876 6.145 3.208 -0.330 -0.035 -0.194
H -0.630 1.375 -1.774 0.226 0.309 -0.016
C 3.057 -2.613 2.959 -0.305 1.382 0.826
H -1.533 -0.646 -0.709 0.154 -0.736 0.260
H 3.806 0.197 -0.042 -0.010 0.246 0.464
O -6.178 -0.175 -0.988 -0.098 0.021 0.663
C -1.238 3.427 3.658 0.530 -1.486 0.123
H 1.053 -4.232 1.925 -0.365 -0.023 -0.788
H 2.904 -2.072 2.026 -0.134 -0.620 -0.502
H -1.596 -4.871 2.316 0.891 0.418 -0.072
H -3.007 -4.749 1.530 -0.464 0.316 -0.693
H -4.944 2.301 0.823 -0.356 0.550 0.111
O -1.984 1.642 -6.225 -1.719 1.552 -0.568
H -3.609 0.058 -1.653 -0.525 0.128 -0.431
H -2.277 0.969 3.865 0.040 -0.062 0.499
H -2.237 -0.801 -6.340 -0.088 0.091 -0.389
H 4.796 -1.586 -0.078 0.372 -0.689 -0.222
H 0.433 -4.492 -0.620 1.351 -0.409 -0.169
H 2.395 2.031 2.004 0.286 -0.313 0.302
C -3.951 0.767 -0.899 0.847 -0.587 1.220
H -0.705 -0.610 -7.247 0.073 0.207 0.084
H -0.813 -1.349 -5.612 0.563 -0.072 -0.126
C -1.262 -3.506 -3.395 0.552 -0.010 0.020
H -2.884 -4.377 -1.272 -0.126 -0.403 -0.363
C 4.004 -1.549 -0.826 -0.229 0.871 -0.531
O -1.004 -4.329 -2.268 -1.349 0.703 0.844
H 3.730 2.451 -0.132 -0.231 -0.106 0.019
H 0.228 3.931 2.160 -0.135 -0.243 -0.048
H -2.020 5.672 2.663 -0.132 0.414 0.227
H 3.519 3.131 2.902 0.049 -0.180 0.039
C 0.560 -2.379 3.494 0.143 0.372 0.374
C -0.568 -0.253 -0.389 0.568 1.243 0.159
H 0.691 -1.650 4.294 -0.130 0.231 0.038
H -2.033 -2.926 -1.035 0.672 0.332 0.159
C 0.375 5.339 3.743 0.744 -0.755 0.413
H -1.229 0.346 1.709 0.050 -1.101 -0.153
H 5.351 -1.760 -2.573 0.216 0.088 0.168
H -1.644 1.441 0.561 0.418 0.322 -0.583
C 0.281 1.461 -5.618 -0.313 -0.389 0.200
H 5.192 1.405 2.006 0.103 -0.191 0.123
H 1.007 0.942 -4.991 0.107 -0.087 -0.161
H 3.943 -3.248 2.946 -0.294 -0.168 -0.158
C -1.871 -4.000 -1.131 0.194 -1.295 0.128
H -1.296 -5.763 -0.086 0.144 -0.108 0.334
H 6.070 3.272 0.026 -0.003 -0.554 0.152
C -0.844 0.729 0.764 -0.252 0.105 0.548
H -5.763 0.877 1.326 -0.233 -0.171 -0.019
C -1.256 -4.697 0.140 -1.381 1.338 0.413
H -1.698 3.866 4.542 -0.640 0.392 -0.100
C 3.162 -2.839 -0.920 1.035 1.101 0.112
H 0.578 1.435 -6.666 0.372 -0.048 -0.034
H -3.331 1.660 -0.975 -0.232 0.193 -0.091
H -1.663 1.769 -7.121 -0.013 0.062 -0.144
H -3.527 2.287 4.107 -0.410 -0.715 0.579
C -2.892 1.744 3.408 -0.592 -0.227 0.662
N -1.329 5.271 2.044 -0.356 -0.224 -0.488
O 0.335 -1.282 0.012 -1.258 -0.316 -0.171
C 4.557 -1.102 -2.220 -0.607 -0.739 0.545
C 0.001 0.500 -1.619 -0.858 -0.202 0.736
H -1.334 -2.457 -3.107 0.144 0.225 0.111
H 2.940 -3.235 0.071 -0.123 -0.036 -0.134
H -2.049 -3.259 1.622 0.193 -0.039 0.062
H -2.160 -3.726 -3.972 -0.312 -0.451 0.258
H -5.657 1.660 -1.653 -0.446 0.649 0.260
H -3.675 0.286 0.039 0.303 -0.102 0.223
H 0.048 1.246 1.119 0.242 0.313 -0.506
H 1.936 -3.644 4.503 0.197 0.074 0.130
H 2.408 3.685 1.646 0.391 0.364 -0.188
H -6.143 -0.417 -1.917 0.072 0.050 -0.042
H 0.397 -1.834 2.565 0.159 -0.094 -0.182
C 3.079 2.877 1.938 0.338 -0.164 -1.326
H 1.173 4.736 4.176 0.189 -0.070 0.150
H -1.465 0.744 -4.532 -0.066 -0.116 0.026
H -0.153 5.744 4.607 -0.368 0.133 -0.195
C 1.784 -3.278 3.488 0.214 -0.696 -1.049
H -0.551 2.691 4.075 0.414 -0.195 0.194
C -1.115 0.816 -5.563 1.696 -0.878 -0.379
H 3.757 -1.206 -2.953 -0.192 0.095 -0.013
C 5.321 3.547 0.769 0.038 1.209 -0.324
H 3.277 -1.755 3.595 0.302 0.043 0.544
C -2.001 -4.335 1.457 -0.645 -1.119 -0.519
C -1.178 -0.557 -6.266 -0.443 -0.292 1.416
O -2.128 2.714 2.819 1.002 1.489 -1.542
H -1.878 4.627 1.494 -0.228 0.010 -0.472
C -0.461 4.429 2.842 0.231 1.304 0.384
C -5.431 1.035 -0.790 -0.435 -0.014 -0.984
H 1.208 -0.911 0.160 0.538 0.318 -0.132
H 3.773 -3.547 -1.480 -0.292 -0.254 -0.023
N 0.114 -4.230 0.302 -0.277 -0.400 -1.274
C 4.185 2.543 0.854 -0.783 2.185 0.537
O 4.797 1.347 1.133 0.301 -2.128 0.257
H 1.035 0.772 -1.407 0.006 0.080 -0.328
H -0.414 -3.636 -4.068 0.026 0.079 0.012
H 5.807 3.656 1.739 0.094 -0.087 0.104
H -6.762 2.169 0.607 0.226 0.039 -0.087
C -5.795 1.667 0.575 0.780 -0.755 -0.885
H 2.253 -2.575 -1.459 -0.070 -0.278 -0.022
H 0.252 2.508 -5.317 -0.171 -0.052 0.132
H -0.344 -2.948 3.712 0.082 -0.127 0.038
H 4.873 -0.059 -2.238 0.182 -0.090 0.215
O 1.558 -4.445 2.713 0.251 -0.450 0.866
H -3.506 1.235 2.664 -0.027 0.260 -0.149
H -0.118 -0.098 -2.522 0.458 -0.199 0.033